Molecular formula: C6H15N
Method: DFT, ωB97M-V with the def2-TZVPD basis set

Geometry as ORCA input:
```
! wB97M-V def2-TZVPD RIJCOSX def2/J DEFGRID3
* xyz 0 1
C 1.124 2.470 1.568
C 0.465 1.415 0.711
C 0.801 -0.003 1.243
N 0.149 -0.955 0.394
C -0.520 -0.804 -0.982
C -2.086 -0.960 -0.643
C 0.107 -1.742 -1.983
H 0.433 2.821 2.329
H 1.618 3.224 0.978
H 1.826 2.058 2.303
H 0.909 1.167 -0.215
H -0.584 1.832 0.313
H 1.949 -0.134 1.182
H 0.662 -0.092 2.309
H 0.367 -1.945 0.471
H -0.496 0.296 -1.179
H -2.275 -0.219 0.056
H -2.320 -1.948 -0.152
H -2.712 -0.802 -1.641
H -0.164 -1.357 -2.995
H -0.429 -2.726 -2.041
H 1.176 -1.597 -2.024
*
```

Properties
gap between HOMO and LUMO	8.920	eV
SMILES	CCCNC(C)C
relative energy (zero: lowest compared OMol25 entry of this formula, charge and spin)	2.874	eV
LUMO	0.0395	Eh
energy	-7952.8927	eV

Löwdin population analysis, charges in e, atoms 1 to 2:
1. C -0.125
2. C -0.268


Molecular formula: C6H15N
Method: DFT, ωB97M-V with the def2-TZVPD basis set

Geometry as ORCA input:
```
! wB97M-V def2-TZVPD RIJCOSX def2/J DEFGRID3
* xyz 0 1
C -4.394 0.251 0.619
N -0.969 0.002 0.382
C 0.202 -0.423 -0.097
C 1.354 0.542 0.204
C 2.741 -0.029 0.404
C 1.281 1.595 -0.938
C 0.383 -1.826 -0.648
H -3.339 0.429 0.816
H -4.536 -0.728 0.162
H -4.900 0.364 1.581
H -4.882 0.977 -0.030
H -0.421 -0.754 1.016
H 1.042 0.951 1.156
H 3.357 0.588 1.049
H 2.694 -0.971 0.969
H 3.231 -0.193 -0.567
H 1.402 0.990 -1.820
H 2.174 2.237 -0.892
H 0.411 2.248 -0.881
H 1.399 -2.090 -1.123
H 0.188 -2.598 0.075
H -0.378 -1.945 -1.433
*
```

Properties
gap between HOMO and LUMO	8.652	eV
relative energy (zero: lowest compared OMol25 entry of this formula, charge and spin)	4.228	eV
LUMO	0.0263	Eh
energy	-7951.5385	eV

Löwdin population analysis, charges in e, atoms 1 to 2:
1. C -0.060
2. N 0.077


Molecular formula: C6H15N2
Method: DFT, ωB97M-V with the def2-TZVPD basis set

Geometry as ORCA input:
```
! wB97M-V def2-TZVPD RIJCOSX def2/J DEFGRID3
* xyz 1 1
N -1.000 -2.295 -0.934
C -0.685 -2.311 0.526
C 0.354 -1.098 0.771
N -0.185 0.060 0.025
C -0.593 1.227 0.827
C 0.418 2.327 0.689
C 1.176 1.946 -0.602
C 0.569 0.651 -1.090
H -0.943 -1.273 -1.270
H -0.331 -2.763 -1.536
H -1.909 -2.604 -1.206
H -0.275 -3.200 0.896
H -1.645 -2.036 1.099
H 0.308 -1.020 1.870
H 1.459 -1.280 0.584
H -0.539 0.990 1.905
H -1.710 1.475 0.615
H -0.007 3.325 0.633
H 1.106 2.513 1.492
H 2.185 1.856 -0.352
H 1.017 2.817 -1.415
H 1.321 0.018 -1.644
H -0.092 0.674 -1.884
*
```

Properties
gap between HOMO and LUMO	9.598	eV
SMILES	[NH3+]CCN1CCCC1
relative energy (zero: lowest compared OMol25 entry of this formula, charge and spin)	2.472	eV
LUMO	-0.1229	Eh
energy	-9437.4997	eV

Löwdin population analysis, charges in e, atoms 1 to 2:
1. N 0.169
2. C -0.089


Molecular formula: C6H15N2
Method: DFT, ωB97M-V with the def2-TZVPD basis set

Geometry as ORCA input:
```
! wB97M-V def2-TZVPD RIJCOSX def2/J DEFGRID3
* xyz 1 1
C 0.626 -1.162 0.746
N -0.528 -0.744 1.510
C -1.233 -1.834 2.154
C 1.087 0.009 -0.119
N 0.028 0.429 -0.966
C 0.397 1.673 -1.523
C 1.251 2.411 -0.442
C 1.529 1.313 0.613
H 1.432 -1.454 1.414
H 0.398 -2.006 0.080
H -1.160 -0.222 0.900
H -1.562 -2.614 1.454
H -2.134 -1.460 2.632
H -0.595 -2.309 2.896
H 1.943 -0.317 -0.738
H -4.384 -1.866 -3.723
H -3.963 -2.321 -4.089
H -0.453 2.246 -1.888
H 1.061 1.471 -2.385
H 2.146 2.835 -0.887
H 0.671 3.227 -0.026
H 0.876 1.459 1.469
H 2.566 1.237 0.920
*
```

Properties
gap between HOMO and LUMO	4.803	eV
relative energy (zero: lowest compared OMol25 entry of this formula, charge and spin)	6.095	eV
LUMO	-0.3055	Eh
energy	-9433.8767	eV

Löwdin population analysis, charges in e, atoms 1 to 2:
1. C -0.186
2. N -0.096


Molecular formula: C6H15N2
Method: DFT, ωB97M-V with the def2-TZVPD basis set

Geometry as ORCA input:
```
! wB97M-V def2-TZVPD RIJCOSX def2/J DEFGRID3
* xyz 1 1
C -1.244 -0.764 1.249
C -2.117 -0.377 0.029
C -0.673 -0.570 -0.076
C -2.457 1.149 -0.065
C -3.270 -1.233 -0.489
C 4.017 1.174 0.471
N 0.445 -0.671 -0.760
N 3.250 0.306 -0.393
H -1.028 0.062 2.064
H -1.015 -1.796 1.669
H -1.510 1.756 0.264
H -3.314 1.410 0.632
H -2.676 1.286 -1.125
H -3.359 -2.116 0.150
H -2.992 -1.570 -1.445
H -4.111 -0.680 -0.510
H 5.137 0.980 0.377
H 3.961 2.204 0.229
H 3.717 0.976 1.443
H 1.510 -0.587 -0.419
H 0.442 -0.573 -1.767
H 3.552 -0.703 -0.214
H 3.734 0.337 -1.315
*
```

Properties
gap between HOMO and LUMO	9.675	eV
relative energy (zero: lowest compared OMol25 entry of this formula, charge and spin)	3.575	eV
LUMO	-0.1495	Eh
energy	-9436.3967	eV

Löwdin population analysis, charges in e, atoms 1 to 2:
1. C 0.007
2. C -0.405


Molecular formula: C6H15N2
Method: DFT, ωB97M-V with the def2-TZVPD basis set

Geometry as ORCA input:
```
! wB97M-V def2-TZVPD RIJCOSX def2/J DEFGRID3
* xyz 2 2
N 0.335 1.979 -0.122
C 0.089 0.770 0.776
C 1.473 0.029 0.979
C 1.324 -1.466 1.218
C 2.254 -2.244 1.723
C -1.184 0.045 0.071
N -1.167 0.181 -1.445
C -2.366 0.092 -2.241
H 1.002 2.642 0.283
H 0.741 1.606 -0.982
H -0.564 2.354 -0.464
H -0.278 0.982 1.778
H 1.843 0.636 1.882
H 2.110 0.160 0.126
H 0.407 -1.797 0.759
H 2.085 -3.315 1.969
H 3.231 -2.022 2.146
H -1.065 -0.961 0.422
H -1.876 0.759 0.460
H -0.449 -0.475 -1.815
H -3.330 0.164 -1.697
H -2.337 0.787 -3.117
H -2.276 -0.906 -2.709
*
```

Properties
gap between HOMO and LUMO (alpha / beta)	9.323 / 4.244	eV
relative energy (zero: lowest compared OMol25 entry of this formula, charge and spin)	4.200	eV
LUMO (alpha / beta)	-0.2765 / -0.4629	Eh
energy	-9423.9060	eV

Löwdin population analysis, charges in e, atoms 1 to 2:
1. N 0.226
2. C -0.210


Molecular formula: C6H15N2O
Method: DFT, ωB97M-V with the def2-TZVPD basis set

Geometry as ORCA input:
```
! wB97M-V def2-TZVPD RIJCOSX def2/J DEFGRID3
* xyz 1 1
C 0.515 2.028 -0.786
C 0.226 0.636 -0.485
C 0.612 0.080 2.603
C -2.355 -1.325 0.734
C 1.356 0.072 -2.864
C -0.584 -0.138 1.867
N -1.134 -1.320 1.559
N 0.611 -0.313 -1.650
O 1.487 1.305 -0.077
H 0.745 2.526 -1.779
H 0.019 2.814 -0.251
H 0.572 0.743 3.377
H 1.413 0.421 1.856
H 1.007 -0.855 3.154
H -3.254 -1.277 1.423
H -2.322 -0.393 0.231
H -2.310 -2.097 0.071
H 0.703 0.961 -3.352
H 2.403 0.424 -2.534
H 1.631 -0.738 -3.666
H -1.401 0.523 1.907
H -0.886 -2.272 1.787
H 1.217 -1.017 -1.191
H -0.271 -0.788 -1.934
*
```

Properties
gap between HOMO and LUMO (alpha / beta)	8.524 / 8.523	eV
relative energy (zero: lowest compared OMol25 entry of this formula, charge and spin)	5.199	eV
LUMO (alpha / beta)	-0.1277 / -0.1277	Eh
energy	-11481.2607	eV

Löwdin population analysis, charges in e, atoms 1 to 2:
1. C -0.202
2. C -0.185


Molecular formula: C6H15N2P
Method: DFT, ωB97M-V with the def2-TZVPD basis set

Geometry as ORCA input:
```
! wB97M-V def2-TZVPD RIJCOSX def2/J DEFGRID3
* xyz 0 1
C -0.308 -0.598 2.490
C -0.456 -0.775 0.915
C -1.059 0.518 0.279
C -1.363 0.208 -1.215
N -0.261 -0.139 -2.086
C 0.512 1.052 -2.559
P 0.646 -1.506 -1.684
N 0.813 -1.224 0.391
C 2.018 -0.590 0.809
H 0.021 0.418 2.639
H 0.274 -1.367 2.900
H -1.244 -0.487 2.783
H -1.286 -1.489 0.774
H -0.360 1.443 0.572
H -2.008 0.948 0.773
H -2.187 -0.629 -1.225
H -1.893 1.020 -1.622
H 1.498 0.666 -2.890
H 0.010 1.746 -3.249
H 0.584 1.766 -1.809
H -0.533 -2.321 -1.222
H 2.009 0.562 0.797
H 2.303 -0.941 1.789
H 2.855 -0.804 0.225
*
```

Properties
gap between HOMO and LUMO	8.710	eV
SMILES	C[C@H]1CCN(C)PN1C
relative energy (zero: lowest compared OMol25 entry of this formula, charge and spin)	1.174	eV
LUMO	0.0359	Eh
energy	-18731.5740	eV

Löwdin population analysis, charges in e, atoms 1 to 2:
1. C -0.038
2. C -0.462


Molecular formula: C6H15N3
Method: DFT, ωB97M-V with the def2-TZVPD basis set

Geometry as ORCA input:
```
! wB97M-V def2-TZVPD RIJCOSX def2/J DEFGRID3
* xyz 0 1
C -1.896 0.802 0.529
C -3.024 0.338 -0.388
C -1.001 1.843 -0.138
N -1.062 -0.359 0.923
H -2.327 1.235 1.439
H -0.341 -0.805 0.057
H -1.602 -1.072 1.405
H -3.662 -0.397 0.108
H -2.615 -0.114 -1.293
H -3.649 1.183 -0.676
H -1.588 2.721 -0.408
H -0.197 2.148 0.531
H -0.543 1.428 -1.036
C 3.463 -0.614 0.434
C 2.104 -0.324 0.922
C 1.325 -1.493 -1.681
N 0.919 -1.217 -0.530
N 1.451 0.133 1.796
H -0.213 -0.068 1.531
H 3.578 -1.682 0.245
H 3.656 -0.083 -0.499
H 4.185 -0.299 1.187
H 2.388 -1.640 -1.920
H 0.649 -1.664 -2.535
*
```

Properties
gap between HOMO and LUMO	8.159	eV
relative energy (zero: lowest compared OMol25 entry of this formula, charge and spin)	2.877	eV
LUMO	0.0352	Eh
energy	-10933.0329	eV

Löwdin population analysis, charges in e, atoms 1 to 2:
1. C -0.446
2. C -0.067


Molecular formula: C6H15N3
Method: DFT, ωB97M-V with the def2-TZVPD basis set

Geometry as ORCA input:
```
! wB97M-V def2-TZVPD RIJCOSX def2/J DEFGRID3
* xyz 0 1
C -2.397 -1.993 -1.256
C -2.837 -1.655 0.175
C -0.976 -2.277 -1.328
N 0.158 -2.458 -1.335
H -2.934 -2.868 -1.633
H -2.605 -1.152 -1.921
H -2.293 -0.780 0.529
H -3.911 -1.472 0.188
H -2.640 -2.492 0.844
C 2.832 0.581 0.088
C 1.789 1.987 1.806
C -0.534 1.153 -0.783
N 1.659 1.358 0.494
N -0.025 0.536 0.323
H 0.427 -0.360 0.153
H 3.751 1.171 0.143
H 2.927 -0.284 0.746
H 2.680 0.229 -0.929
H 2.701 2.588 1.881
H 1.813 1.205 2.565
H 0.922 2.627 1.965
H -1.526 1.580 -0.646
H -0.316 0.744 -1.776
H 1.334 2.030 -0.291
*
```

Properties
gap between HOMO and LUMO	8.227	eV
relative energy (zero: lowest compared OMol25 entry of this formula, charge and spin)	4.116	eV
LUMO	0.0362	Eh
energy	-10931.7936	eV

Löwdin population analysis, charges in e, atoms 1 to 2:
1. C -0.236
2. C -0.095